{"formula": "C30H64MgO20S6", "method": "the ωB97M-V functional and the def2-TZVPD basis", "species": ["Mg", "O", "C", "C", "O", "H", "H", "H", "H", "C", "C", "C", "O", "C", "O", "O", "H", "H", "H", "H", "H", "H", "C", "C", "C", "O", "C", "O", "O", "H", "H", "H", "H", "H", "H", "C", "C", "C", "O", "C", "O", "O", "H", "H", "H", "H", "H", "H", "C", "C", "C", "O", "C", "O", "O", "H", "H", "H", "H", "H", "H", "C", "S", "O", "C", "H", "H", "H", "H", "H", "H", "C", "S", "O", "C", "H", "H", "H", "H", "H", "H", "C", "S", "O", "C", "H", "H", "H", "H", "H", "H", "C", "S", "O", "C", "H", "H", "H", "H", "H", "H", "C", "S", "O", "C", "H", "H", "H", "H", "H", "H", "C", "S", "O", "C", "H", "H", "H", "H", "H", "H"], "coordinates": [[1.04025, 0.41723, 2.10611], [-0.97133, 0.66734, 1.97486], [-1.25805, 0.84283, 0.59308], [-0.04482, 0.65076, -0.44379], [1.19468, 0.21346, 0.04524], [-1.79870, 1.74464, 0.26523], [-2.02810, 0.09042, 0.35440], [0.02478, 1.53834, -1.09352], [-0.45481, -0.07620, -1.16912], [3.54417, 1.21221, -3.30599], [3.64790, 1.50010, -1.81609], [4.56885, 0.53910, -1.07517], [5.02200, 1.31943, -0.01738], [5.11007, 2.57070, -0.43444], [5.80904, 3.40025, 0.07715], [4.36560, 2.76050, -1.54133], [4.58766, 1.14049, -3.62686], [3.03480, 1.97861, -3.88324], [3.08127, 0.26130, -3.56990], [2.67046, 1.45066, -1.32469], [5.49431, 0.32496, -1.63433], [4.08028, -0.39234, -0.79473], [-1.27152, 0.83857, -4.43460], [-0.49859, 1.56417, -5.51786], [-1.16152, 1.68068, -6.87147], [-0.78244, 2.98773, -7.26218], [-0.35685, 3.72393, -6.24166], [0.13092, 4.80593, -6.32402], [-0.35617, 2.93703, -5.12665], [-2.32256, 1.12259, -4.44610], [-0.78926, 0.94907, -3.46357], [-1.18324, -0.23091, -4.64761], [0.45847, 1.03458, -5.55339], [-2.25060, 1.65847, -6.78130], [-0.82860, 0.93874, -7.59222], [4.81124, -2.98016, -1.79625], [3.48732, -2.87498, -1.04118], [2.36466, -2.21820, -1.77544], [1.60915, -3.31712, -2.25097], [2.09837, -4.49619, -1.81880], [1.53230, -5.53673, -1.87541], [3.07904, -4.23375, -0.86340], [5.36246, -2.04308, -1.66246], [4.73451, -3.18799, -2.86202], [5.39339, -3.72733, -1.25906], [3.64064, -2.33938, -0.10157], [2.82742, -1.63275, -2.57429], [1.77354, -1.54765, -1.14571], [-5.20019, -1.39452, 2.82313], [-5.38176, -2.54376, 1.85324], [-4.54549, -2.45927, 0.57585], [-3.68673, -3.61324, 0.69221], [-4.11271, -4.45211, 1.65870], [-3.71115, -5.51004, 2.02033], [-4.98010, -3.74490, 2.45074], [-5.87588, -0.56839, 2.59618], [-4.15958, -1.11357, 2.98899], [-5.58124, -1.69613, 3.80310], [-6.45692, -2.73271, 1.72922], [-3.86029, -1.61460, 0.70105], [-4.95605, -2.37037, -0.42663], [0.07863, -0.67934, 6.40967], [0.31622, 0.77409, 5.37159], [0.96202, 0.14302, 4.13160], [-1.43873, 0.91970, 4.90448], [-0.59932, -1.42960, 5.99511], [-0.30220, -0.55522, 7.42578], [1.00994, -1.23464, 6.53755], [-1.98664, 1.14401, 5.82368], [-1.73837, 0.01017, 4.39683], [-1.57465, 1.83133, 4.32725], [5.60057, 0.46942, 2.92766], [3.87884, 0.19373, 3.48408], [2.93845, 0.04392, 2.29469], [4.12902, -1.47082, 4.09986], [5.93704, 0.14362, 1.94586], [6.22446, -0.06556, 3.64621], [5.80005, 1.53465, 3.02816], [3.14715, -1.85949, 4.39060], [4.56455, -1.48222, 5.10080], [4.57728, -2.10307, 3.33853], [-5.31861, 4.33202, 3.07139], [-4.87824, 2.79211, 3.91839], [-6.04475, 1.87711, 3.98933], [-3.78648, 2.13291, 2.59369], [-4.57010, 5.12788, 3.14957], [-6.06415, 4.87185, 3.65915], [-5.52711, 4.10275, 2.02917], [-3.34442, 1.18233, 2.87726], [-3.03072, 2.82756, 2.23268], [-4.50329, 1.92753, 1.79375], [-1.59956, -2.06434, -1.92231], [-3.06397, -1.86099, -2.96247], [-3.96055, -2.98867, -2.59532], [-3.68167, -0.35147, -2.09063], [-1.21178, -3.08382, -1.92874], [-1.83430, -1.95126, -0.85864], [-0.78313, -1.36825, -2.11781], [-2.86828, 0.10609, -1.53056], [-4.50438, -0.66695, -1.44875], [-4.15114, 0.36410, -2.76575], [1.25365, -4.11571, 2.06373], [0.59005, -2.73956, 3.02389], [0.93393, -1.50805, 2.22979], [-1.21428, -2.96425, 2.98077], [0.57256, -4.40278, 1.26128], [1.57708, -5.01107, 2.58901], [2.12378, -3.64360, 1.60749], [-1.75400, -2.11986, 3.40085], [-1.65824, -3.93386, 3.20932], [-1.42886, -2.90130, 1.90566], [2.49050, 4.82232, -3.42735], [1.40655, 4.30968, -2.05688], [1.04305, 5.59030, -1.32532], [-0.00788, 3.94991, -3.14652], [3.38889, 5.27878, -2.99893], [2.01544, 5.70788, -3.85057], [2.88628, 3.96849, -3.96614], [-0.32031, 4.95730, -3.42765], [-0.78670, 3.45422, -2.57566], [0.37658, 3.44852, -4.03252]], "atomic_forces_ev_per_a": [[-1.53, -0.36, -1.45], [0.85, 1.24, -1.18], [0.20, -1.13, 0.36], [-0.31, -0.61, -0.20], [-0.85, 1.00, 0.69], [0.27, 0.69, 0.62], [0.12, -0.44, -0.16], [0.27, 0.58, 0.38], [0.26, 0.13, 0.29], [1.07, 0.22, 0.10], [-0.12, -0.56, -0.03], [0.02, -0.43, -1.49], [0.12, -0.68, 1.85], [0.63, 1.65, -0.23], [-0.58, -0.31, -0.14], [-0.67, -0.65, -0.30], [-0.12, 0.14, -0.53], [0.00, 0.12, 0.17], [-0.15, -0.03, 0.49], [0.05, 0.53, 0.18], [-0.43, -0.30, -0.44], [-0.01, 0.41, 0.51], [0.16, -0.57, -0.54], [-0.45, -0.88, 1.08], [-0.40, 0.00, 0.49], [-0.33, 0.39, -1.66], [1.46, -0.49, -0.22], [-0.79, -0.07, 0.30], [-1.43, -1.76, -4.01], [0.02, 0.05, 0.31], [-0.19, 0.38, 0.07], [-0.31, -0.02, -0.09], [0.38, 0.68, -0.33], [0.01, -0.14, -0.05], [0.07, 0.19, -0.11], [0.39, 1.01, 0.91], [1.50, -0.45, -0.09], [0.25, 0.56, -0.12], [-0.16, -0.28, -1.46], [-1.06, 0.84, 3.36], [0.56, -0.27, -1.08], [-0.72, -0.15, -0.75], [0.00, -0.05, -0.31], [-0.20, -0.23, 0.06], [0.11, -0.20, -0.37], [-0.01, -0.61, 0.34], [-0.53, -0.13, -0.37], [-0.28, -0.09, 0.06], [-0.68, -0.27, 0.70], [-1.48, 0.34, 0.08], [1.37, 0.48, 0.76], [-0.08, -1.24, -0.93], [-0.16, 1.86, 1.89], [0.39, -0.22, -1.09], [0.57, -1.43, 0.13], [0.55, 0.32, -0.39], [-0.01, 0.23, -0.39], [0.08, -0.29, -0.03], [0.11, 0.66, -0.61], [-0.05, 0.11, -0.17], [-0.50, -0.64, 0.23], [0.02, -1.29, 0.79], [-0.88, -1.29, -0.93], [-0.01, 1.06, 1.61], [0.38, 1.09, 0.98], [-0.08, 0.42, -0.65], [0.05, 0.88, -0.10], [0.31, 0.48, -0.24], [-0.05, -0.51, 0.15], [-0.01, 0.12, -0.14], [0.28, -0.35, -0.56], [0.20, 0.10, 0.48], [0.10, -0.15, -0.58], [2.29, 0.52, 0.58], [-1.16, -0.32, 0.65], [-0.77, -0.12, -0.17], [-0.11, 0.13, 0.21], [-0.06, 0.01, -0.15], [-0.28, 0.12, -0.74], [0.95, 0.29, -0.42], [0.23, -0.06, 0.20], [0.19, 0.52, 0.35], [1.43, 0.20, 0.33], [-0.22, 0.14, -0.42], [-1.14, 0.11, -0.17], [0.84, -0.75, -0.26], [-0.85, -0.80, -0.36], [-0.51, 0.32, 0.05], [0.14, 0.16, 0.22], [0.05, 0.07, 0.28], [0.11, 0.01, -0.16], [0.38, -0.47, 0.99], [0.33, 0.18, 0.52], [-0.30, 0.14, -0.04], [-0.26, -0.14, -0.28], [-0.20, -0.09, -0.84], [-0.42, 0.36, -0.12], [-0.32, -0.18, -0.50], [-0.15, 0.07, 0.02], [0.36, -0.17, 0.18], [0.34, -0.08, -0.33], [-0.38, 0.27, -0.94], [0.35, 0.38, 1.51], [-0.82, -2.90, -0.23], [-0.17, -0.07, -2.29], [-0.03, 0.04, -0.03], [-0.27, 0.24, 0.52], [0.03, -0.08, -0.02], [0.40, 0.01, 0.46], [0.59, -0.08, 0.75], [-0.02, 0.24, -0.07], [0.68, 0.92, 1.48], [-0.65, 1.05, 0.22], [0.47, -0.96, -0.37], [1.95, 1.74, 2.40], [-0.06, -0.30, 0.54], [-0.31, -0.64, -0.97], [-0.62, 0.20, -0.74], [-0.23, -0.04, -0.14], [0.01, -0.28, -0.12], [0.58, 0.69, 2.52]], "mulliken_charge": [1.4759, -0.6380, 0.4919, 2.4782, -0.1918, 0.1590, -0.7524, -0.4328, -2.2687, -1.1870, 1.4424, 0.2794, -0.2526, 0.5263, -0.6246, -0.3323, 0.4041, -0.0040, 0.1678, -0.4400, 0.4753, -0.6738, -0.8538, 0.3092, -0.4723, -0.4005, 0.5389, -0.4808, -0.2178, 0.3844, -0.0298, 0.4517, 0.2081, 0.2841, 0.3333, -1.3398, 1.2301, 1.4175, -0.3398, 0.4419, -0.5371, -0.5299, 0.2575, 0.2966, 0.4345, -0.1962, -0.3910, -0.7713, -1.1739, 0.2647, 0.8230, -0.3619, 0.5849, -0.5613, -0.4078, 0.4637, -0.1083, 0.4230, 0.2713, -0.6088, 0.3498, -0.8937, 0.2155, -0.1319, -0.2500, 0.1939, 0.4122, 0.3287, 0.6587, -0.4661, 0.2126, -1.0535, 0.4222, -0.2926, -0.8123, 0.1962, 0.4787, 0.3998, 0.0285, 0.4604, 0.3807, -0.9844, 0.5010, -0.6177, -0.7209, 0.3542, 0.3887, 0.2771, -0.4674, 0.5952, 0.6046, -0.0789, 0.2794, -0.5876, -0.6539, 0.4866, -0.1763, -0.0374, 0.0062, 0.2421, 0.4800, -0.8226, 0.4831, -0.9555, -0.4417, 0.3047, 0.4833, 0.0298, -0.0895, 0.6605, -0.2201, -1.1175, 0.8417, -0.8070, -0.9026, 0.3640, 0.4316, 0.2430, 0.4584, 0.3697, 0.2202], "fmax_ev_per_a": 4.60, "total_charge": 0, "homo_lumo_gap_ev": 7.288, "de_lowest_ev": 4.4841}